Entry from the Open Molecules 2025 dataset: 10 unconnected molecules or ions with the total composition C74H160F6N8O6S2 at a distorted geometry (wB97M-V/def2-TZVPD).

Geometry as XYZ:
```
256
Properties=species:S:1:pos:R:3:forces:R:3:mulliken_charge:R:1
C -6.2299 4.4731 0.6134 0.4 0.6 -0.5 -1.45
C -5.9355 3.2250 1.3840 -0.5 -0.1 0.5 -0.12
C -6.4293 1.9905 0.6003 1.0 -0.6 2.0 0.03
N -6.2268 0.6667 1.4361 -0.4 -1.5 -0.1 0.20
C -4.7522 0.2904 1.8284 -0.5 0.6 -1.4 -0.04
C -4.6389 -1.0392 2.5721 0.4 -0.1 0.8 0.40
C -5.3698 -0.9949 3.9025 -1.4 0.2 -1.0 -0.97
C -6.8438 -0.5867 3.6065 0.5 1.6 0.5 -0.93
C -6.9766 0.7646 2.7846 0.9 -1.2 0.3 -0.64
C -6.7471 -0.4965 0.5479 0.4 0.0 0.0 -0.55
H -7.3102 4.5648 0.5004 0.1 0.1 -0.7 0.42
H -5.6202 4.4440 -0.2897 -0.7 0.2 -0.5 0.14
H -5.9006 5.3711 1.1359 0.0 -0.1 0.3 0.44
H -6.4684 3.4070 2.3173 0.0 -0.7 0.2 0.32
H -4.8709 3.2155 1.6175 0.1 -0.5 -0.1 0.24
H -5.8670 1.8796 -0.3268 -0.1 -0.1 0.0 -0.24
H -7.5107 1.9714 0.4651 0.1 0.4 -0.3 0.56
H -4.3375 1.1418 2.3681 -0.3 -0.1 0.3 0.55
H -4.2461 0.2960 0.8630 0.2 -0.3 -0.1 -0.35
H -3.6264 -1.2710 2.9027 0.6 0.4 -0.9 0.30
H -4.9550 -1.8821 1.9576 0.0 0.1 0.0 -0.31
H -4.8891 -0.2723 4.5620 -0.2 0.4 -0.1 0.34
H -5.3049 -1.9169 4.4803 -0.2 -0.3 -0.4 0.47
H -7.2309 -0.3865 4.6056 -0.8 0.0 -0.3 0.53
H -7.4734 -1.3076 3.0850 0.3 -0.4 0.4 0.22
H -6.4701 1.5940 3.2782 -0.2 -0.2 0.2 0.47
H -8.0326 1.0112 2.6740 0.1 0.0 -0.5 0.41
H -6.7781 -1.4411 1.0909 -0.2 0.4 0.2 0.15
H -6.0747 -0.7017 -0.2851 0.5 0.6 0.1 0.05
H -7.7046 -0.3228 0.0569 -0.2 0.5 0.6 0.51
C -7.3957 -4.6806 3.7920 1.4 -0.4 0.2 -1.35
C -6.8272 -5.1856 2.4071 -0.4 0.3 1.3 0.01
C -5.6368 -6.2200 2.5194 -0.4 1.4 -1.5 -0.34
N -5.1870 -6.7895 1.1191 -0.6 -2.0 0.4 0.04
C -4.7739 -5.6833 0.0959 0.2 -1.2 1.4 -1.33
C -3.4529 -5.0927 0.5886 0.7 0.5 -0.6 0.86
C -2.2707 -6.0922 0.7931 -1.1 1.3 -0.4 -0.50
C -2.7044 -7.0817 1.8465 0.2 -0.9 0.3 -0.95
C -4.0128 -7.7776 1.3988 0.6 1.1 -0.6 -0.67
C -6.2802 -7.6993 0.5171 0.1 0.9 -0.8 -0.99
H -8.1661 -3.9136 3.7119 0.0 -0.2 -0.4 0.39
H -6.5574 -4.2252 4.3192 0.1 0.3 0.2 0.24
H -7.7371 -5.4377 4.4979 -0.2 -0.3 -0.5 0.40
H -6.4670 -4.2581 1.9619 0.3 -0.1 -0.4 -0.19
H -7.7209 -5.4594 1.8463 0.4 -0.7 -0.3 0.35
H -5.7908 -7.0075 3.2571 -0.2 -0.3 -0.5 0.49
H -4.7280 -5.6936 2.8110 -0.3 0.1 0.4 0.28
H -5.6061 -4.9828 0.0257 0.2 0.1 0.2 0.56
H -4.6874 -6.1505 -0.8851 0.1 -0.3 0.2 0.33
H -3.6120 -4.5146 1.4988 0.0 0.1 0.1 0.19
H -3.1118 -4.3952 -0.1765 -0.2 0.3 0.0 -0.33
H -1.3468 -5.5626 1.0253 -0.3 0.2 0.6 0.12
H -2.0052 -6.4398 -0.2053 -0.3 -1.0 0.0 0.34
H -2.7276 -6.6212 2.8342 -0.4 0.3 0.0 0.31
H -1.9194 -7.8230 1.9957 -0.2 -0.5 -0.2 0.52
H -4.4439 -8.5762 2.0025 0.3 0.2 0.2 0.56
H -3.7123 -8.1756 0.4295 -0.6 -0.3 -0.1 0.45
H -5.9610 -8.1672 -0.4141 0.6 0.5 -0.1 0.42
H -7.1059 -7.0423 0.2439 -0.2 -0.3 0.4 0.41
H -6.5676 -8.5834 1.0861 0.0 0.7 0.9 0.38
C 10.7120 7.2918 -0.9161 0.1 -0.5 0.9 -1.34
C 9.4955 6.6696 -1.6146 -1.7 0.2 1.0 -0.25
C 8.4535 5.9780 -0.5717 0.9 -0.7 -2.0 -0.78
N 7.2145 5.2697 -1.2700 -1.3 0.9 1.0 0.44
C 6.4218 4.5851 -0.0510 0.0 1.9 0.2 -1.25
C 4.9403 4.2917 -0.3527 -0.2 -0.2 -1.2 0.20
C 4.0507 5.4253 -1.0107 2.9 -1.7 -1.2 -0.49
C 4.8277 5.9173 -2.2949 0.9 0.9 2.5 -0.86
C 6.2944 6.4228 -1.8591 -1.3 -0.9 -0.5 -0.83
C 7.5310 4.1722 -2.3057 -0.8 0.6 0.8 -1.01
H 11.3789 6.5216 -0.5286 0.1 0.0 -0.1 0.35
H 10.4180 7.8797 -0.0466 -0.3 -0.1 0.1 0.36
H 11.3180 8.0050 -1.4749 -0.3 -0.4 -0.6 0.38
H 9.7120 5.9090 -2.3647 0.4 0.1 0.0 0.38
H 8.9835 7.4948 -2.1098 -0.2 -0.1 -0.2 0.31
H 8.0170 6.6046 0.2061 0.2 0.2 -0.3 0.48
H 8.9522 5.1232 -0.1149 0.2 0.1 0.3 0.38
H 6.4525 5.2641 0.8011 0.2 0.7 -0.3 0.46
H 7.0696 3.7995 0.3381 -0.3 -0.6 -0.7 0.56
H 4.3087 3.9539 0.4689 0.9 -0.2 0.6 0.51
H 5.0146 3.4555 -1.0479 -0.7 -0.2 -0.3 -0.09
H 3.8867 6.2069 -0.2689 -0.3 0.1 -0.4 0.59
H 3.1734 4.8950 -1.3813 -0.4 0.4 0.5 -0.24
H 4.2213 6.7713 -2.5967 0.6 0.2 -0.7 0.51
H 4.9273 5.1760 -3.0878 -0.3 0.0 0.1 0.29
H 6.2140 7.2151 -1.1148 0.0 -0.4 0.4 0.44
H 6.7468 6.9337 -2.7091 0.5 -0.6 0.0 0.43
H 7.4111 4.5864 -3.3068 0.5 -0.1 0.1 0.31
H 6.7664 3.4090 -2.1611 -0.1 0.1 -0.2 0.37
H 8.4799 3.6720 -2.1117 0.2 0.6 -0.1 0.38
C -4.3029 -4.1262 -3.9047 -0.5 0.2 0.0 -1.61
C -2.9177 -3.7357 -3.3935 0.3 0.3 -1.0 1.12
C -1.8316 -3.8333 -4.5376 0.2 -0.6 0.9 -0.78
N -0.3865 -3.5314 -4.1258 1.1 -0.4 -0.2 0.41
C 0.5611 -4.0902 -5.2399 0.4 0.3 1.0 -0.71
C 2.1055 -3.7319 -5.0177 -1.2 0.8 -0.9 -0.76
C 2.2785 -2.1756 -4.9409 -0.2 -0.6 1.9 -0.79
C 1.2504 -1.6131 -3.8123 1.4 0.0 -1.8 0.90
C -0.1832 -2.0172 -4.0442 0.3 -0.7 0.9 -0.08
C 0.0002 -4.2427 -2.8478 -0.6 0.8 1.0 -0.37
H -5.0239 -4.2471 -3.0962 0.3 -0.1 0.5 0.33
H -4.3095 -5.0872 -4.4189 0.1 0.2 -0.3 0.45
H -4.7836 -3.3311 -4.4746 0.3 -0.2 -0.6 0.33
H -2.7361 -4.4050 -2.5525 0.7 0.0 -0.1 -0.22
H -2.9609 -2.7127 -3.0199 0.1 0.0 0.2 -0.25
H -1.9758 -3.1873 -5.4036 -0.5 0.1 0.2 0.31
H -1.7889 -4.8491 -4.9305 -0.2 -0.1 0.1 0.53
H 0.1137 -3.6808 -6.1456 0.6 0.2 -0.2 0.50
H 0.3448 -5.1585 -5.2495 0.3 0.0 0.0 0.59
H 2.6592 -4.1123 -5.8761 -0.3 0.1 -0.4 0.55
H 2.6434 -4.2386 -4.2164 -0.8 0.0 0.6 0.25
H 2.3715 -1.7389 -5.9352 -1.0 0.3 0.0 0.39
H 3.2661 -1.9846 -4.5211 0.1 -0.1 0.1 0.21
H 1.1424 -0.5285 -3.7990 0.5 0.3 -0.3 0.02
H 1.7197 -1.8490 -2.8571 -0.5 -0.5 0.2 -0.48
H -0.4980 -1.5301 -4.9671 -0.3 -0.6 -0.2 0.59
H -0.7896 -1.6094 -3.2354 -0.3 -0.3 0.0 -0.97
H 1.0118 -4.0492 -2.4910 0.2 0.1 -0.6 0.29
H -0.1626 -5.3205 -2.8541 -0.1 0.1 -0.7 0.43
H -0.6343 -3.8426 -2.0570 -0.1 0.0 0.0 -0.40
C -4.2695 4.6816 -2.9957 0.1 -0.8 0.5 -1.25
C -3.3683 4.6665 -4.2279 -0.3 1.3 -0.2 -0.77
C -1.9795 4.0777 -4.1211 -0.5 -0.6 -1.2 0.75
N -1.1060 4.2479 -5.4320 0.5 1.1 -0.1 0.31
C 0.3710 3.7671 -5.1211 -1.6 -1.3 -1.0 -1.19
C 0.4485 2.1853 -5.0412 0.6 1.7 -0.1 1.09
C -0.0999 1.4514 -6.2481 -1.6 -0.2 -0.2 -0.01
C -1.5054 1.9318 -6.6329 -0.7 2.5 -0.6 -0.40
C -1.6092 3.5270 -6.7629 0.5 -0.4 1.6 -1.00
C -0.9878 5.7870 -5.7617 0.6 -1.2 0.8 -1.01
H -3.8552 5.4149 -2.3039 -0.2 -0.3 0.5 0.47
H -4.4136 3.6912 -2.5638 0.4 0.1 0.4 -0.08
H -5.2872 4.9858 -3.2405 0.2 0.4 -0.3 0.42
H -3.1518 5.7338 -4.2754 -0.5 0.2 -1.3 0.38
H -3.9857 4.2598 -5.0288 0.5 0.2 -0.4 0.20
H -2.0952 3.0109 -3.9296 0.8 -0.1 0.3 -0.45
H -1.4757 4.6636 -3.3524 0.4 -0.5 0.0 0.15
H 0.7253 4.2661 -4.2191 -0.2 0.0 0.0 0.54
H 0.9507 4.1121 -5.9773 0.0 0.0 0.1 0.52
H -0.0222 1.8494 -4.1172 -0.1 -0.1 -0.1 -1.17
H 1.5126 1.9515 -5.0087 0.2 0.1 0.4 0.81
H -0.1989 0.4039 -5.9635 0.1 -0.1 0.0 -0.55
H 0.4968 1.4467 -7.1602 0.4 0.4 0.3 0.52
H -2.3276 1.6490 -5.9755 0.3 -0.3 0.3 -0.14
H -1.8101 1.6067 -7.6276 0.2 -0.3 0.0 0.69
H -2.6001 3.9384 -6.9551 -0.3 -0.5 0.4 0.52
H -1.0371 3.9826 -7.5712 0.6 -0.3 0.2 0.54
H -0.7042 6.2854 -4.8348 -0.2 0.0 0.1 0.39
H -1.8946 6.2529 -6.1472 0.0 -0.5 -0.1 0.38
H -0.1225 5.9047 -6.4140 -0.4 -0.1 -0.3 0.42
C 0.3686 -0.4047 4.3843 0.6 0.7 1.4 -1.05
C 0.5111 -0.4313 5.9598 -1.1 -1.0 -1.1 -0.49
C -0.1894 0.7132 6.7781 1.1 -1.5 0.0 -0.72
N -0.6173 0.2913 8.2350 0.7 0.0 -0.3 0.23
C -0.9541 1.6094 9.0586 0.5 -0.6 1.0 -0.65
C -1.3866 1.3021 10.5484 0.7 -0.8 -2.5 -0.73
C -2.4930 0.2340 10.3818 0.1 0.8 2.0 -0.63
C -2.3226 -0.9798 9.4833 -0.6 0.2 0.2 -0.65
C -1.8377 -0.6168 8.1004 0.6 0.4 0.8 -0.59
C 0.5185 -0.5380 8.9338 -0.3 0.5 -1.1 -1.02
H 0.8483 0.5213 4.0671 -0.4 0.0 -0.6 0.35
H -0.6622 -0.5489 4.0606 0.0 0.5 0.0 0.09
H 0.9249 -1.2489 3.9769 0.2 0.1 0.1 0.43
H 1.5766 -0.5296 6.1676 -0.2 0.1 0.3 0.42
H 0.0391 -1.4062 6.0814 0.1 -0.1 1.1 0.32
H -1.0775 1.0541 6.2460 0.0 0.1 0.3 0.38
H 0.5884 1.4764 6.8076 -0.5 0.4 0.6 0.40
H -1.7801 2.1288 8.5727 0.1 -0.2 -0.4 0.38
H -0.0393 2.1990 8.9980 -0.1 0.0 -0.1 0.46
H -1.7424 2.1913 11.0688 -0.3 0.1 -0.5 0.41
H -0.5201 1.0008 11.1371 0.0 -0.4 -0.1 0.33
H -3.3963 0.7598 10.0722 -0.1 0.0 0.0 0.31
H -2.6415 -0.0649 11.4194 -0.6 -0.5 -0.1 0.34
H -3.3377 -1.3617 9.3750 0.0 -0.3 -0.1 0.39
H -1.7628 -1.8122 9.9098 0.3 0.2 0.1 0.36
H -2.5801 -0.0397 7.5491 0.0 -0.1 -0.1 0.43
H -1.5413 -1.5405 7.6034 0.0 0.4 -0.4 0.33
H 0.5827 -1.5095 8.4437 -0.3 0.1 -0.1 0.39
H 0.3484 -0.7162 9.9956 -0.2 0.5 -0.2 0.44
H 1.4707 -0.0456 8.7363 -0.2 0.3 0.3 0.35
C -1.4033 -1.8970 0.4615 -0.7 0.2 -0.2 0.24
C -0.5660 -0.7431 1.0037 0.6 0.7 -0.2 -0.05
C -0.3737 0.3513 -0.0781 0.6 -1.0 -0.3 0.49
N 0.7607 1.3987 0.1167 -0.6 -0.3 0.4 1.04
C 0.7029 2.4713 -0.9849 0.4 -0.3 1.1 0.09
C -0.4746 3.4363 -0.8462 0.1 -0.7 -0.2 1.55
C -0.6882 4.0086 0.5355 1.2 0.2 1.4 -1.69
C -0.5844 2.9130 1.6650 0.2 -0.3 -1.7 0.07
C 0.7186 2.0960 1.4917 -0.1 0.2 -1.3 -0.82
C 2.1390 0.6852 -0.0326 -1.3 1.1 0.7 -1.03
H -1.1440 -2.1225 -0.5729 0.4 -0.5 0.2 -0.98
H -2.4606 -1.6420 0.3902 0.0 0.4 0.0 -0.46
H -1.4075 -2.7490 1.1414 0.6 -0.2 -0.2 0.85
H 0.3924 -1.0930 1.3871 -0.1 -0.1 0.0 0.11
H -1.1397 -0.3014 1.8186 0.2 0.2 0.3 0.05
H -1.4006 0.6770 -0.2436 0.4 1.3 -0.2 0.01
H -0.0153 -0.0417 -1.0295 -0.4 -0.6 0.0 -0.31
H 0.8286 1.9429 -1.9300 -0.6 0.0 -0.1 -0.10
H 1.6418 3.0084 -0.8508 0.1 0.2 0.1 -0.28
H -1.4083 2.9427 -1.1159 0.0 -0.1 -0.4 -0.95
H -0.2719 4.2664 -1.5229 -0.2 -0.1 -0.2 0.49
H -1.5491 4.6743 0.4744 -0.6 -0.7 0.5 0.54
H 0.0640 4.7444 0.8200 0.6 0.0 -0.3 0.50
H -1.3600 2.1729 1.4677 -0.5 0.1 0.6 -0.49
H -0.5982 3.3009 2.6835 -0.3 0.1 -0.2 0.70
H 0.8450 1.3197 2.2464 0.0 0.1 -0.1 -0.06
H 1.6112 2.7161 1.4100 0.0 0.2 0.6 0.70
H 2.2438 0.3418 -1.0617 -0.1 -0.2 0.3 0.22
H 2.2169 -0.0951 0.7244 -0.1 -0.2 -0.5 0.10
H 2.8561 1.4713 0.2042 0.2 -0.1 -0.2 0.43
C 5.6451 0.9922 2.1860 -0.3 -0.7 -0.1 -0.99
C 6.7507 0.2879 1.3675 -0.8 -0.1 -1.0 -0.52
C 6.1744 -0.1988 -0.0273 1.2 -0.3 1.1 0.01
N 7.1393 -1.0415 -0.8701 0.8 0.7 -0.7 0.44
C 7.3186 -2.4856 -0.2633 -0.8 0.9 0.4 -0.56
C 7.9903 -3.5004 -1.2125 0.0 1.4 -0.8 -0.78
C 7.2634 -3.4800 -2.5841 0.4 0.3 0.3 -0.52
C 7.2467 -2.0346 -3.2168 -1.2 -1.4 0.5 -0.83
C 6.4780 -1.0989 -2.2656 2.0 0.3 -0.2 -0.45
C 8.5619 -0.3974 -0.9752 -0.9 -1.6 -0.1 -0.99
H 4.6827 0.4935 2.0713 0.0 -0.4 0.0 0.14
H 5.4419 2.0116 1.8580 0.4 0.2 0.0 0.11
H 5.8583 0.9833 3.2549 0.2 0.2 -0.1 0.46
H 7.2038 -0.5623 1.8772 -0.3 0.1 0.3 0.39
H 7.5398 1.0279 1.2338 0.2 -0.2 -0.3 0.37
H 5.8636 0.6797 -0.5928 0.2 -0.1 -0.3 0.19
H 5.3254 -0.8773 0.0547 -0.2 0.2 0.5 -0.03
H 6.2975 -2.7120 0.0436 -0.2 -0.6 -0.5 0.34
H 7.7745 -2.2734 0.7038 0.7 -0.4 -0.2 0.46
H 8.0804 -4.5091 -0.8094 -0.5 0.2 0.3 0.49
H 9.0220 -3.2022 -1.3988 0.2 0.0 0.2 0.30
H 6.2547 -3.8446 -2.3899 -0.3 0.3 -0.2 0.13
H 7.7138 -4.2371 -3.2260 0.1 0.3 -0.2 0.45
H 6.6917 -2.0299 -4.1549 -0.3 -0.3 0.0 0.48
H 8.2085 -1.6631 -3.5702 0.3 0.0 0.7 0.31
H 5.4154 -1.3176 -2.1603 0.2 -0.4 0.2 0.46
H 6.6031 -0.0928 -2.6658 -0.3 0.2 0.2 0.13
H 8.9730 -0.3196 0.0313 -0.2 0.4 -0.1 0.39
H 8.5857 0.5026 -1.5896 -0.3 0.1 0.4 0.22
H 9.1688 -1.1526 -1.4745 0.0 0.2 -0.1 0.48
C 1.8787 -4.7321 1.0421 2.1 0.2 -1.8 0.38
F 0.7830 -5.2259 0.3823 0.2 1.0 1.0 -0.20
F 1.6325 -4.2177 2.2454 -1.0 -0.3 -0.2 -0.21
F 2.6968 -5.7737 1.1849 -0.3 0.1 0.3 -0.19
S 2.8563 -3.4149 -0.0170 -0.6 -2.3 -0.1 1.33
O 1.8908 -2.3081 -0.1194 0.7 -0.3 -0.2 -0.72
O 4.0311 -3.2071 0.8026 -0.2 0.9 0.1 -0.73
O 3.1700 -4.1459 -1.2538 -0.9 1.2 0.6 -0.71
C -4.7219 0.5891 -3.4918 1.7 -1.6 1.5 0.25
F -4.6675 -0.5768 -4.1880 -0.3 1.0 0.3 -0.17
F -4.5837 1.6083 -4.2913 -0.6 0.5 -0.6 -0.06
F -5.8285 0.6201 -2.7650 -0.6 0.2 -0.5 -0.14
S -3.3108 0.5949 -2.2457 1.6 3.6 0.4 0.61
O -3.4071 -0.6163 -1.5200 -0.5 -2.5 0.7 -0.45
O -2.0748 0.7275 -3.0515 -1.2 -0.1 0.3 -0.50
O -3.5262 1.7610 -1.3177 0.0 -1.3 -1.8 -0.64
```
Forces are in eV/Å.

Results
Strongest force on any atom in hartree/bohr: 0.078
Molar mass in g mol⁻¹: 1436.3
HOMO level in eV: -19.2
Kohn-Sham gap in eV: 9.1
Net charge: +6